{"formula": "C6H23NO5", "method": "ωB97M-V/def2-TZVPD", "species": ["C", "C", "C", "N", "C", "C", "C", "O", "H", "H", "H", "H", "H", "H", "H", "H", "H", "H", "H", "H", "H", "H", "H", "O", "H", "H", "O", "H", "H", "O", "H", "H", "O", "H", "H"], "positions_angstrom": [[1.778, 2.592, 0.949], [1.516, 2.581, -0.562], [1.294, 1.160, -1.103], [-0.014, 0.664, -0.681], [-0.400, -0.610, -1.315], [0.429, -1.795, -0.862], [-1.910, -0.775, -0.988], [-2.358, -2.141, -0.928], [2.694, 2.099, 1.236], [0.921, 2.203, 1.505], [1.918, 3.594, 1.310], [0.656, 3.186, -0.821], [2.374, 2.999, -1.088], [1.355, 1.193, -2.205], [2.134, 0.527, -0.778], [-0.084, 0.548, 0.326], [-0.322, -0.455, -2.397], [0.132, -2.761, -1.305], [1.455, -1.659, -1.171], [0.465, -1.910, 0.232], [-2.549, -0.257, -1.694], [-2.139, -0.413, 0.010], [-2.043, -2.647, -1.679], [-0.333, -0.827, 2.580], [-0.607, -0.668, 3.490], [-0.850, -1.605, 2.266], [-2.137, 2.442, -1.723], [-1.473, 1.868, -1.292], [-1.600, 3.086, -2.222], [-1.839, -2.923, 1.671], [-2.008, -2.729, 0.716], [-2.723, -3.080, 2.014], [2.354, -1.369, 2.363], [1.391, -1.330, 2.530], [2.521, -0.789, 1.618]], "charge": 0, "smiles": "CCCN[C@@H](C)CO.O.O.O.O", "total_energy_ev": -18323.1611}